Record 1
The following is a DFT calculation (wB97M-V/def2-TZVPD) of a 2-piece molecular cluster, C7H12OSi overall in a non-equilibrium geometry.

The geometry in XYZ format:
```
21
C7H12OSi wB97M-V/def2-TZVPD
H 1.75 1.32 2.59
C -0.35 1.75 -0.23
Si 0.48 0.09 0.13
H -3.00 -1.47 -0.12
H -0.03 2.33 -1.14
C 1.39 0.31 2.80
H -2.21 -0.79 -1.67
H -2.51 -2.51 -1.57
H 0.62 -1.46 2.21
H 2.36 0.67 -1.35
O -0.97 -1.82 -0.54
H 2.11 -1.25 -3.01
C -2.21 -1.57 -0.95
H -1.31 1.97 1.52
C 1.72 -0.08 -1.26
C 1.52 -1.13 -2.15
C -1.09 2.45 0.59
H 1.56 -0.10 3.76
C 0.88 -0.46 1.89
H 0.62 -1.75 -1.80
H -1.34 3.48 0.30
```

Values from the calculation:
- HOMO: -8.3733 eV
- LUMO level: -0.0323 eV
- Gap between HOMO and LUMO: 0.3065 hartree
- ΔE to the lowest compared entry with this formula, charge and spin: 119.9 kcal per mole

Here are the Löwdin charges for atoms 1 to 8, given in e:
1. H 0.065
2. C -0.249
3. Si 0.881
4. H 0.082
5. H 0.077
6. C -0.071
7. H 0.040
8. H 0.092


Record 2
The following is a DFT calculation (wB97M-V/def2-TZVPD) of C2H10N6 as an isolated structure in a non-equilibrium geometry.

The geometry in XYZ format:
```
18
C2H10N6 wB97M-V/def2-TZVPD
C 1.18 1.72 0.31
H -2.64 0.36 1.29
H 1.06 1.90 1.42
N -1.78 -0.16 0.85
H -0.54 2.18 -0.53
N 0.02 1.38 -0.37
H 0.25 0.98 -1.26
H -2.34 -1.76 -0.69
N -2.97 -1.11 -0.28
N 2.97 -1.62 -0.31
N -0.65 -0.20 0.69
H 3.19 -1.71 -1.35
C 2.33 -0.58 0.05
N 1.99 0.52 0.34
H 1.86 2.59 0.01
H -3.38 -0.55 -1.02
H 3.12 -2.23 0.59
H -3.66 -1.70 0.27
```

Values from the calculation:
- HOMO: -17.8614 eV
- LUMO level: -7.4634 eV
- Gap between HOMO and LUMO: 0.3821 hartree
- Net charge: +2
- ΔE to the lowest compared entry with this formula, charge and spin: 82.8 kcal per mole

Here are the Löwdin charges for atoms 1 to 8, given in e:
1. C -0.218
2. H 0.240
3. H 0.163
4. N 0.012
5. H 0.120
6. N 0.014
7. H 0.121
8. H 0.079


Record 3
The following is a DFT calculation (wB97M-V/def2-TZVPD) of one molecule with the formula C4H4N2S2 in a non-equilibrium geometry.

The geometry in XYZ format:
```
12
C4H4N2S2 wB97M-V/def2-TZVPD
H -1.56 -1.39 0.90
N 2.22 0.09 0.64
C -1.30 2.29 -1.24
S -1.24 -0.57 -1.33
C -1.17 1.12 -1.40
C 1.64 -0.96 0.55
H 0.51 -2.57 0.12
H -0.85 -0.07 1.10
C -0.78 -0.91 0.42
H -1.11 3.27 -0.95
S 3.20 1.32 0.75
N 0.46 -1.61 0.45
```

Values from the calculation:
- HOMO: -7.8727 eV
- LUMO level: -0.0443 eV
- Gap between HOMO and LUMO: 0.2877 hartree
- ΔE to the lowest compared entry with this formula, charge and spin: 112.2 kcal per mole

Here are the Löwdin charges for atoms 1 to 8, given in e:
1. H 0.052
2. N -0.573
3. C 0.043
4. S 0.904
5. C -0.558
6. C -0.148
7. H 0.137
8. H 0.107


Record 4
The following is a DFT calculation (wB97M-V/def2-TZVPD) of C15H33BaN2O13 as an isolated structure in a non-equilibrium geometry.

The geometry in XYZ format:
```
64
C15H33BaN2O13 wB97M-V/def2-TZVPD
H -8.38 18.61 27.19
H -12.43 16.68 20.75
O -14.77 20.92 23.87
H -12.70 19.95 28.33
H -14.79 12.64 22.66
O -10.43 18.89 27.42
H -13.85 22.53 23.46
O -14.20 22.52 22.56
O -16.05 15.97 26.25
H -14.49 16.71 20.74
H -14.54 18.34 28.85
C -14.85 21.44 22.76
H -14.95 19.99 29.44
O -15.52 20.94 21.82
H -11.12 17.80 25.78
O -18.25 19.68 24.62
H -12.42 19.50 24.79
H -17.30 20.17 29.12
H -12.11 20.62 25.97
H -13.67 12.51 21.40
C -12.18 19.54 25.85
H -13.12 18.14 26.96
H -9.85 18.24 21.16
C -14.53 13.10 21.71
H -16.11 14.85 21.43
C -9.23 18.16 27.71
H -9.26 17.09 27.52
C -18.67 18.76 23.89
O -14.99 14.34 27.26
O -16.01 19.38 27.77
C -14.86 19.34 28.57
C -12.06 16.95 21.74
O -14.20 14.45 21.72
H -13.85 20.90 27.47
C -12.96 16.77 22.91
C -15.03 16.73 21.69
H -8.97 18.32 28.76
H -18.04 19.19 27.86
N -14.23 17.46 22.71
H -13.16 15.73 23.18
N -13.35 19.05 26.58
H -10.10 19.16 25.43
H -15.65 15.21 23.05
H -11.17 16.35 21.97
C -17.19 19.26 28.54
C -10.78 18.68 20.81
H -15.94 14.27 27.21
H -19.90 19.77 23.77
C -14.97 15.51 26.63
O -19.84 18.88 23.42
H -14.05 18.31 22.20
H -12.46 17.12 23.82
H -15.36 12.92 21.02
O -17.98 17.71 23.73
H -15.95 17.30 21.58
C -10.85 18.80 26.13
H -10.88 18.15 19.87
C -13.65 19.88 27.79
H -17.22 18.39 29.20
H -10.63 19.74 20.57
O -13.90 16.10 26.36
Ba -15.65 18.53 25.07
O -11.88 18.37 21.62
C -15.31 15.29 22.02
```

Values from the calculation:
- HOMO: -4.9999 eV
- LUMO level: 2.3404 eV
- Gap between HOMO and LUMO: 0.2698 hartree
- Net charge: -1
- ΔE to the lowest compared entry with this formula, charge and spin: 9.5 kcal per mole

Here are the Löwdin charges for atoms 1 to 8, given in e:
1. H 0.080
2. H 0.118
3. O -0.181
4. H 0.114
5. H 0.087
6. O -0.168
7. H 0.100
8. O 0.130


Record 5
The following is a DFT calculation (wB97M-V/def2-TZVPD) of one molecule with the formula C20H16BrN3O4S in a non-equilibrium geometry.

The geometry in XYZ format:
```
45
C20H16BrN3O4S wB97M-V/def2-TZVPD
H 3.82 -3.14 -2.11
C -0.51 4.86 2.62
O 0.75 4.77 1.99
C -0.86 -1.09 1.55
H -1.77 -3.51 -4.38
H 2.97 0.94 1.16
O 0.51 -4.61 -2.87
H -0.50 -1.38 3.64
N 0.69 -2.13 -1.83
C 0.19 -0.95 -1.23
O -1.31 -3.79 -1.48
C -3.44 -0.33 2.26
C 1.97 2.75 1.62
Br 3.11 3.15 3.18
C 0.03 3.27 0.21
H -0.35 5.50 3.49
C -1.09 -2.75 -3.96
N 4.94 -0.17 -1.16
N 2.83 -3.14 -2.33
C -1.72 -0.70 0.54
H -1.68 -1.89 -3.73
C 1.19 1.16 -0.17
C 1.27 -0.15 -0.93
H -2.81 -0.75 4.31
H -4.42 0.05 2.55
C 0.17 2.05 -0.49
C 3.82 -0.48 -1.20
H -3.74 0.00 0.14
H -0.84 3.88 3.03
C 2.13 1.55 0.85
C 2.06 -2.13 -1.85
C -1.24 -0.71 -0.87
S -0.28 -3.42 -2.49
C -3.03 -0.30 0.92
H 0.18 -1.40 1.25
C 0.92 3.63 1.26
C 2.46 -0.91 -1.31
C -1.22 -1.08 2.90
H 2.40 -4.03 -2.62
H -1.30 5.23 2.00
C -2.52 -0.74 3.26
H -0.54 1.85 -1.25
O -2.05 -0.36 -1.74
H -0.82 3.89 -0.03
H -0.37 -2.48 -4.72
```

Values from the calculation:
- HOMO: -8.4049 eV
- LUMO level: -0.5103 eV
- Gap between HOMO and LUMO: 0.2901 hartree

Here are the Löwdin charges for atoms 1 to 8, given in e:
1. H 0.115
2. C -0.085
3. O -0.138
4. C -0.017
5. H 0.087
6. H 0.098
7. O -0.315
8. H 0.100


Record 6
The following is a DFT calculation (wB97M-V/def2-TZVPD) of C29H26F2N4S2Y as an isolated structure in a non-equilibrium geometry.

The geometry in XYZ format:
```
64
C29H26F2N4S2Y wB97M-V/def2-TZVPD
C 4.00 -1.20 0.26
C 6.50 -1.37 -3.12
C -3.07 -2.68 -1.45
H 6.98 -2.79 -4.65
C -3.68 -3.24 -0.35
C 1.61 1.78 1.81
C 3.31 -1.05 -1.11
C -1.28 -1.26 -2.46
H 7.48 -0.90 -3.14
H -4.61 -3.78 -0.44
N 1.66 1.17 0.55
C -1.89 -2.36 0.96
H -3.52 -3.48 1.79
H 0.41 1.95 3.60
C 3.86 2.07 0.23
H -2.21 -0.35 4.86
H 3.69 0.88 -2.04
C 0.49 1.53 2.59
C 3.75 2.82 1.43
H 5.77 -0.10 -1.57
C -0.78 -1.25 -4.84
C 2.04 -1.90 -1.08
C 4.29 -1.52 -2.17
H 4.41 -2.21 0.35
C 2.80 1.27 -0.15
H -1.37 -2.24 1.91
C 2.66 2.65 2.22
H -3.52 -2.77 -2.43
H -3.73 -0.87 5.64
H 3.03 -3.01 -3.07
C 4.96 -2.98 -3.96
C -1.89 -1.95 -1.31
H 2.55 3.18 3.16
C -2.75 0.43 2.36
C 2.93 0.44 -1.40
H 0.01 1.72 -3.45
H 4.54 3.50 1.71
H 4.80 -0.48 0.39
N -1.59 0.55 2.90
C -3.07 -3.08 0.90
C -0.34 0.05 -4.70
F 0.13 0.71 -5.80
H 1.38 -1.56 -0.27
C 6.22 -2.42 -3.98
C -0.34 0.69 -3.47
C 5.54 -0.92 -2.23
H -0.75 -1.76 -5.80
H 4.72 -3.78 -4.65
H 4.75 2.15 -0.38
C -0.79 0.06 -2.30
S -3.24 0.86 0.75
H 2.28 -2.95 -0.89
H 1.98 0.45 -1.95
C -3.11 -0.94 4.76
H -2.86 -1.98 4.55
S -4.05 -0.24 3.37
H 1.49 -1.82 -2.01
N -1.29 -1.80 -0.10
N -0.54 0.83 2.09
C 4.00 -2.54 -3.06
Y -0.63 0.54 -0.04
F -1.68 -3.17 -3.86
C -1.26 -1.88 -3.72
H 3.28 -1.05 1.06
```

Values from the calculation:
- HOMO: -1.9257 eV
- LUMO level: 2.4323 eV
- Gap between HOMO and LUMO: 0.1602 hartree
- Net charge: -1

Here are the Löwdin charges for atoms 1 to 8, given in e:
1. C -0.034
2. C -0.089
3. C -0.006
4. H 0.092
5. C -0.035
6. C -0.337
7. C -0.463
8. C -0.187